# C22H22IN2O3STeW

C22H22IN2O3STeW as an isolated structure (the ωB97M-V functional and the def2-TZVPD basis, OMol25).

**Frontier orbital gap (spin up / spin down)**: 0.2178 / 0.2228 hartree
**Spin multiplicity**: 3
**HOMO energy (spin up / spin down)**: -10.16 / -10.66 eV
**Energy above the lowest of the compared OMol25 structures with the same formula, charge and spin**: 0.603 eV
**Expectation value of S²**: 2.014
**LUMO energy (spin up / spin down)**: -4.23 / -4.60 eV
**Charge**: +1

```
53
Properties=species:S:1:pos:R:3:forces:R:3
O -3.221 3.902 -1.130 -0.05 -0.03 -0.19
C -2.557 -2.012 0.533 -0.11 -0.16 0.07
H 2.821 1.985 0.900 0.01 0.01 0.02
C 3.164 1.406 0.049 0.13 0.18 -0.02
H 1.820 -0.097 -3.594 -0.08 -0.01 0.05
H 2.943 1.952 -0.865 0.00 0.01 -0.02
C 0.469 1.600 -3.599 0.19 0.23 -0.42
H 3.423 -4.150 4.954 0.00 0.04 -0.03
H 4.297 -2.764 5.607 -0.01 0.00 -0.02
C 3.571 -3.116 2.281 0.02 0.00 -0.06
H 2.731 0.620 2.771 -0.02 0.01 0.02
C -0.951 3.381 -3.821 0.16 0.02 -0.22
C 2.851 -1.010 1.372 0.01 -0.38 0.36
O 0.350 2.163 0.066 -1.06 -0.60 0.05
H -6.302 -1.264 0.951 0.06 -0.02 0.00
C -5.247 -1.476 0.833 0.01 0.12 -0.07
H -1.167 4.321 -4.320 0.09 -0.05 -0.02
H 3.508 -0.726 4.671 -0.01 -0.04 -0.09
C 3.701 -2.543 3.544 0.06 -0.11 0.16
I -0.530 -2.443 0.319 0.08 -0.37 -0.11
Te -0.667 0.263 2.516 -0.15 0.04 0.75
O 0.059 -0.064 -1.949 -0.31 0.59 -0.74
C -3.366 -2.951 1.141 -0.27 0.03 0.04
W -0.223 0.561 -0.085 3.62 0.49 1.31
H 2.598 1.490 -3.707 -0.02 0.00 0.00
H -3.080 4.636 -3.090 0.02 0.06 0.03
C -4.720 -2.672 1.294 0.03 -0.11 0.04
H -4.848 0.386 -0.147 0.02 -0.05 0.05
C -1.534 1.720 -2.215 -0.23 -0.02 0.21
H 5.100 -3.880 4.503 -0.03 0.03 -0.04
H 4.228 1.188 0.110 0.01 0.02 0.00
C -1.831 2.916 -2.868 -0.36 0.47 -0.05
C -0.344 1.069 -2.587 -0.05 -1.03 -0.04
H -2.956 -3.887 1.498 -0.01 0.03 -0.01
C 2.971 -0.424 2.625 0.02 0.04 -0.02
H -3.481 1.570 -1.166 -0.06 0.03 -0.28
C -3.077 -0.807 0.076 0.14 0.38 -0.21
H -3.972 3.154 -2.846 -0.03 -0.06 -0.01
H 3.819 -4.163 2.138 -0.04 0.09 0.01
H 3.106 -2.800 0.207 -0.01 0.03 0.05
C -2.487 1.144 -1.241 -0.36 0.15 -1.19
C -4.426 -0.544 0.214 -0.38 -0.06 0.14
C 3.160 -2.356 1.196 0.03 -0.11 0.06
N -2.186 0.087 -0.574 -0.21 -0.11 0.33
C 4.156 -3.376 4.718 -0.04 0.08 -0.08
C -3.078 3.697 -2.536 0.07 0.02 0.22
H -2.605 4.584 -0.845 0.04 0.00 0.01
C 3.405 -1.189 3.694 0.02 -0.04 0.09
C 1.731 0.899 -4.014 0.02 0.10 -0.07
H -5.365 -3.397 1.774 0.05 0.02 -0.02
S 2.303 -0.162 -0.058 -0.63 0.14 -0.43
N 0.171 2.747 -4.196 -0.37 -0.16 0.40
H 1.764 0.834 -5.101 -0.01 0.03 0.00
```
Positions in Å, forces in eV/Å.